Entry 1:
11
Properties=species:S:1:pos:R:3:forces:R:3 method="wB97M-V/def2-TZVPD" orbital_gap_ev=8.5 homo_ev=-8.18 fmax_ev_per_a=2.71 e_tot_ha=-951.31289
S -1.612 0.648 0.610 0.15 -0.13 0.02
S -0.765 -1.195 0.748 -0.92 -1.15 0.97
H -2.136 0.463 -0.606 -0.18 0.18 -0.08
H 0.414 -1.245 0.123 0.17 0.76 -0.27
C 0.624 0.915 -1.393 -0.16 -0.49 -0.59
C 1.553 0.489 -0.505 0.10 2.65 -0.59
O 2.633 -0.293 -0.618 -0.41 -1.80 0.46
H 0.459 1.983 -1.462 -0.76 -0.01 1.17
H -0.096 0.371 -2.020 1.40 -0.32 -0.51
H 1.607 1.061 0.426 0.68 0.25 -0.35
H 2.592 -0.851 -1.404 -0.06 0.08 -0.24

***

Entry 2:
11
Properties=species:S:1:pos:R:3:forces:R:3 method="wB97M-V/def2-TZVPD" orbital_gap_ev=8.9 homo_ev=-8.65 fmax_ev_per_a=2.01 e_tot_ha=-951.35122
S -2.505 -0.751 -0.361 0.29 -0.02 -0.36
S -2.205 1.314 -0.075 0.85 -0.29 -0.79
H -2.009 -0.807 -1.628 -0.29 0.22 0.51
H -3.116 1.385 0.853 -0.84 0.08 0.65
C 3.664 0.478 -0.471 0.37 -0.09 -0.27
C 3.470 -0.157 0.672 1.19 -1.62 -0.06
O 3.047 -1.481 0.625 -0.80 0.31 -0.04
H 4.287 1.346 -0.626 -0.26 0.26 0.54
H 3.387 -0.024 -1.391 -0.34 -0.01 0.10
H 3.938 -0.017 1.646 -0.32 1.14 -0.14
H 2.559 -1.690 1.432 0.14 0.01 -0.14

***

Entry 3:
11
Properties=species:S:1:pos:R:3:forces:R:3 method="wB97M-V/def2-TZVPD" orbital_gap_ev=9.9 homo_ev=-9.16 fmax_ev_per_a=2.25 e_tot_ha=-951.37564
O -0.618 -0.885 -1.659 -0.60 -0.30 -0.43
S 0.627 -1.405 0.772 1.25 0.14 0.70
S -1.110 -1.147 -0.285 0.28 1.40 -0.73
C 1.751 -0.139 0.022 -1.35 0.69 -1.08
C -1.578 0.536 0.276 -0.72 -0.84 1.97
H 1.964 -0.324 -1.058 -0.42 -0.09 0.91
H 2.675 -0.129 0.557 0.48 -0.31 0.57
H 1.302 0.881 0.123 0.37 -0.87 -0.10
H -0.718 1.162 0.287 0.71 0.42 -0.27
H -1.962 0.507 1.340 0.28 -0.18 -1.17
H -2.332 0.943 -0.375 -0.28 -0.08 -0.38

***

Entry 4:
11
Properties=species:S:1:pos:R:3:forces:R:3 method="wB97M-V/def2-TZVPD" orbital_gap_ev="8.1 / 8.1" homo_ev="-7.63 / -7.62" fmax_ev_per_a=6.24 e_tot_ha=-951.26338
C 1.633 0.124 0.373 -4.20 3.15 -3.37
C -0.655 0.015 -0.130 4.08 -2.20 1.27
O -0.425 -0.134 -1.485 -0.88 0.06 0.79
S -1.273 1.538 0.415 0.01 1.60 -2.29
S -1.405 -1.573 0.735 0.75 2.07 -1.30
H 1.959 -0.620 -0.240 0.80 -2.42 -1.46
H 1.724 1.093 -0.247 -0.02 -1.25 1.82
H 1.852 0.013 1.364 0.47 0.29 2.53
H -0.778 0.637 -1.937 -0.22 0.11 -0.35
H -1.581 1.084 1.545 -0.76 -0.79 2.49
H -1.051 -2.176 -0.392 -0.03 -0.63 -0.11

***

Entry 5:
11
Properties=species:S:1:pos:R:3:forces:R:3 method="wB97M-V/def2-TZVPD" orbital_gap_ev=9.5 homo_ev=-8.98 fmax_ev_per_a=2.00 e_tot_ha=-951.36665
O -1.548 -0.595 -1.156 0.14 -0.02 0.41
C -0.495 -0.630 -1.730 -0.77 -0.30 -1.31
H 0.133 -1.542 -1.743 0.22 0.21 0.41
H -0.255 0.142 -2.485 0.36 0.12 0.33
C -0.499 0.961 1.360 0.87 -1.79 -0.18
S 1.149 1.041 0.501 -0.45 1.46 0.41
S 2.058 -0.716 0.985 -0.17 -0.11 -0.24
H -0.355 0.650 2.394 0.10 0.42 0.05
H -1.164 1.812 1.274 0.43 0.32 -0.28
H -0.898 0.095 0.849 -0.82 0.07 0.15
H 1.874 -1.219 -0.248 0.10 -0.38 0.26

***

Entry 6:
11
Properties=species:S:1:pos:R:3:forces:R:3 method="wB97M-V/def2-TZVPD" orbital_gap_ev="6.9 / 8.5" homo_ev="-8.19 / -8.57" fmax_ev_per_a=5.09 e_tot_ha=-951.23545
C 1.327 -0.911 1.354 1.80 1.30 -1.92
C 0.244 -0.843 0.368 -3.95 0.07 3.21
O -1.007 1.855 -1.259 1.03 0.13 1.82
S -2.236 1.836 -2.327 -1.07 0.12 -0.16
S -1.253 1.529 0.417 0.60 -0.83 -1.26
H 1.916 -1.717 0.830 0.42 0.64 0.97
H 1.940 0.065 1.500 -0.84 -1.59 -0.98
H 1.123 -1.167 2.335 -0.94 -1.07 1.72
H -0.800 -1.315 0.479 2.07 0.42 -0.10
H 0.403 -0.353 -0.496 0.72 1.18 -3.05
H -1.657 1.021 -3.201 0.15 -0.36 -0.24

***

Entry 7:
14
Properties=species:S:1:pos:R:3:forces:R:3 method="wB97M-V/def2-TZVPD" orbital_gap_ev="7.0 / 5.8" spin_multiplicity=3 homo_ev="-6.77 / -8.82" fmax_ev_per_a=4.67 e_tot_ha=-2145.79764
C -2.841 0.324 -0.351 -1.15 0.93 2.33
C 1.734 0.789 0.291 -0.17 -1.25 -2.28
O 0.972 -1.890 0.151 -1.11 -0.41 -1.21
S -1.791 -0.666 -1.052 1.20 -1.61 -1.09
S -3.152 0.476 1.366 -0.62 1.53 -0.49
S 0.765 1.547 -1.139 0.43 3.19 3.39
S 3.433 0.275 -0.189 -0.10 0.15 -0.02
S 0.925 -0.558 1.144 -1.10 -0.47 0.40
H -3.498 0.998 -0.784 -0.85 0.95 -1.64
H 1.752 1.616 0.981 0.00 0.19 0.46
H 0.124 -2.116 -0.395 1.96 1.26 1.58
H -2.543 -0.578 1.715 1.10 -1.95 0.87
H 0.740 0.748 -2.085 0.45 -2.84 -2.19
H 3.379 -0.964 0.347 -0.03 0.33 -0.10

***

Entry 8:
10
Properties=species:S:1:pos:R:3:forces:R:3 method="wB97M-V/def2-TZVPD" orbital_gap_ev=7.7 homo_ev=-8.52 fmax_ev_per_a=1.92 e_tot_ha=-444.40569
C 1.269 2.267 2.494 0.25 -1.65 -0.26
C -0.967 -1.809 -2.032 1.03 -1.22 -1.06
O 1.198 2.143 3.685 0.01 0.42 -0.22
Si -0.553 -1.289 -0.258 -0.35 1.08 0.09
H 0.863 3.083 1.908 -0.25 0.83 0.07
H 1.703 1.450 1.851 -0.02 0.39 0.40
H -0.584 -1.182 -2.872 -0.54 -0.12 0.64
H -0.347 -2.758 -2.110 -0.38 0.79 0.10
H -1.950 -2.242 -2.315 0.21 0.68 0.43
H -0.631 0.337 -0.352 0.05 -1.19 -0.20

***

Repeat the second record exactly.
11
Properties=species:S:1:pos:R:3:forces:R:3 method="wB97M-V/def2-TZVPD" orbital_gap_ev=8.9 homo_ev=-8.65 fmax_ev_per_a=2.01 e_tot_ha=-951.35122
S -2.505 -0.751 -0.361 0.29 -0.02 -0.36
S -2.205 1.314 -0.075 0.85 -0.29 -0.79
H -2.009 -0.807 -1.628 -0.29 0.22 0.51
H -3.116 1.385 0.853 -0.84 0.08 0.65
C 3.664 0.478 -0.471 0.37 -0.09 -0.27
C 3.470 -0.157 0.672 1.19 -1.62 -0.06
O 3.047 -1.481 0.625 -0.80 0.31 -0.04
H 4.287 1.346 -0.626 -0.26 0.26 0.54
H 3.387 -0.024 -1.391 -0.34 -0.01 0.10
H 3.938 -0.017 1.646 -0.32 1.14 -0.14
H 2.559 -1.690 1.432 0.14 0.01 -0.14